[1]
DFT (ωB97M-V/def2-TZVPD) results for a 12-piece molecular cluster, C5H34NO11 overall in a non-equilibrium geometry.

Geometry (Å):
C -3.792 -2.202 -0.202
C -2.346 -2.278 -0.642
C -1.313 -2.493 0.440
C -0.180 -1.403 0.348
C 1.730 -2.256 -0.581
N 0.713 -1.556 -0.827
H -3.812 -1.481 0.652
H -4.517 -1.752 -0.905
H -4.317 -3.119 0.082
H -2.225 -2.903 -1.565
H -2.172 -1.308 -1.174
H -1.818 -2.351 1.408
H -0.953 -3.500 0.427
H -0.770 -0.468 0.293
H 0.390 -1.213 1.246
H 2.403 -2.427 -1.469
H 2.142 -2.827 0.248
H 0.417 -1.177 -1.724
H 0.784 3.655 -3.391
H -0.117 4.103 -2.288
O -0.076 4.070 -3.254
H -0.713 1.045 -2.222
H 0.393 1.617 -1.303
O -0.256 0.905 -1.357
H -0.067 1.018 1.927
H 0.622 1.255 0.494
O 0.173 1.647 1.244
H 1.005 4.418 2.824
H 0.988 2.965 1.979
O 1.364 3.855 2.142
H -1.831 -0.021 3.624
H -1.755 1.184 4.592
O -1.303 0.373 4.326
H 3.166 -0.027 -1.194
H 3.425 0.020 -2.724
O 3.136 -0.550 -2.005
H 0.591 5.281 -0.517
H 1.213 4.306 0.449
O 1.218 4.548 -0.503
H 2.517 2.902 -0.726
H 3.120 2.257 0.439
O 2.535 2.030 -0.303
H 0.664 -3.035 3.776
H 0.743 -1.485 3.555
O 0.673 -2.342 3.111
H -1.955 1.582 -4.381
H -1.017 2.616 -3.950
O -1.138 1.645 -3.867
H 1.413 -5.129 1.678
H 0.115 -5.285 0.707
O 0.790 -4.707 1.067

Output
**Total charge**: +1
**ΔE to the lowest compared entry with this formula, charge and spin**: 77.3 kcal/mol
**Max |F|**: 0.10283 hartree/bohr
**LUMO**: -3.2 eV

Results of the natural (NBO) charge analysis, in e, for atoms 1 through 4: atom 1 (C): -0.6098, atom 2 (C): -0.4267, atom 3 (C): -0.4057, atom 4 (C): -0.2643


[2]
DFT (ωB97M-V/def2-TZVPD) results for a 12-piece molecular cluster, C5H34NO13 overall in a non-equilibrium geometry.

Geometry (Å):
O -0.565 -1.219 -4.070
C 0.305 -0.987 -3.283
O 1.398 -1.681 -3.138
C -0.107 0.025 -2.147
C 0.291 1.387 -2.748
C 0.649 2.323 -1.598
C 1.920 3.196 -2.010
N -1.568 -0.033 -1.886
H 1.826 -1.714 -2.237
H 0.436 -0.240 -1.204
H -0.575 1.794 -3.263
H 1.132 1.273 -3.461
H -0.223 2.852 -1.217
H 0.951 1.819 -0.622
H 2.811 2.994 -1.446
H 1.667 4.176 -1.582
H 2.241 3.059 -3.027
H -1.956 -0.826 -1.424
H -2.174 0.051 -2.753
H -2.059 0.796 -1.393
H 0.585 -2.142 1.956
H -0.773 -1.497 1.605
O -0.223 -2.299 1.438
H -4.294 1.872 -0.984
H -3.424 2.599 -2.007
O -3.665 1.712 -1.698
H 0.843 -2.374 0.123
H 2.051 -3.036 -0.436
O 1.621 -2.193 -0.471
H -0.464 -0.756 4.768
H -0.603 0.658 4.561
O -1.203 -0.123 4.613
H -1.738 -0.185 2.933
H -2.808 -1.048 2.311
O -2.035 -0.533 2.041
H 3.842 0.384 2.640
H 2.851 0.843 1.649
O 3.027 0.906 2.643
H 1.757 -0.216 3.377
H 1.733 -1.673 3.923
O 1.369 -1.083 3.230
H 1.832 1.432 3.780
H 1.026 2.610 4.263
O 1.126 1.681 4.438
H 3.301 -0.031 -0.545
H 2.314 -0.668 0.334
O 2.664 0.239 0.110
H -2.785 2.280 0.589
H -2.420 0.784 1.164
O -2.330 1.466 0.438
H -2.066 -3.153 -1.192
H -1.757 -2.760 0.194
O -2.456 -2.556 -0.525

Output
**Total charge**: +2
**Expectation value of S²**: 0.758
**ΔE to the lowest compared entry with this formula, charge and spin**: 4.2 kcal/mol
**Max |F|**: 0.06913 hartree/bohr
**2S+1**: 2
**LUMO (spin up / spin down)**: -6.6 / -12.5 eV

Results of the natural (NBO) charge analysis, in e, for atoms 1 through 4: atom 1 (O): -0.2582, atom 2 (C): 0.8032, atom 3 (O): -0.5809, atom 4 (C): -0.0590


[3]
DFT (ωB97M-V/def2-TZVPD) results for a 13-piece molecular cluster, C5H34O13 overall in a non-equilibrium geometry.

Geometry (Å):
O 0.888 0.075 2.332
C 0.457 0.927 1.612
C 1.153 2.049 1.051
C 1.028 2.167 -0.482
C -0.421 3.122 -0.783
C 2.127 2.808 -1.275
H -0.483 0.744 1.179
H 0.585 3.095 1.301
H 2.178 2.076 1.390
H 0.854 1.272 -1.007
H -1.417 3.010 -0.184
H -0.731 2.962 -1.731
H -0.146 4.182 -0.625
H 2.792 2.138 -1.790
H 1.503 3.467 -2.028
H 2.682 3.631 -1.151
H 3.667 0.977 1.492
H 3.907 -0.403 1.877
O 3.773 0.082 1.056
H -0.427 -3.257 1.789
H -0.167 -2.101 2.647
O -0.759 -2.897 2.597
H -2.831 -0.442 2.684
H -2.103 -1.495 3.441
O -3.053 -1.261 3.224
H -1.870 3.503 1.308
H -2.440 2.249 1.780
O -1.932 3.016 2.066
H 3.352 -2.883 1.420
H 2.547 -1.889 2.160
O 2.613 -2.370 1.410
H 0.787 -1.526 -4.058
H -0.684 -0.977 -4.290
O -0.077 -1.417 -3.681
H 1.351 -3.355 0.601
H 0.575 -4.301 -0.437
O 0.664 -4.056 0.535
H -1.454 -2.726 -3.069
H -1.895 -1.927 -1.774
O -1.590 -2.676 -2.137
H -3.425 -1.494 1.683
H -3.092 -1.886 0.145
O -3.735 -1.304 0.715
H 3.139 -0.205 -2.509
H 2.778 -1.689 -2.683
O 2.693 -0.859 -3.156
H -0.102 -0.100 -2.334
H -1.435 -0.470 -1.617
O -0.891 0.194 -1.854
H -2.981 0.358 0.196
H -4.427 0.721 0.504
O -3.524 1.142 0.464

Output
**ΔE to the lowest compared entry with this formula, charge and spin**: 163.3 kcal/mol
**Max |F|**: 0.11369 hartree/bohr
**LUMO**: -0.1 eV

Results of the natural (NBO) charge analysis, in e, for atoms 1 through 4: atom 1 (O): -0.5847, atom 2 (C): 0.4876, atom 3 (C): -0.5311, atom 4 (C): -0.1778


[4]
DFT (ωB97M-V/def2-TZVPD) results for a 14-piece molecular cluster, C5H35N2O13 overall in a non-equilibrium geometry.

Geometry (Å):
C -2.332 2.315 -1.644
O -3.119 3.229 -1.671
C -1.214 2.270 -0.602
C -0.053 1.324 -1.049
C 0.076 0.092 -0.156
N -0.735 -2.497 1.088
C -0.658 -2.192 -0.326
N -0.231 -1.137 -0.891
H -2.416 1.443 -2.293
H -5.279 1.231 1.152
H -1.726 1.988 0.340
H -0.900 3.306 -0.391
H -0.363 0.960 -2.008
H 0.870 1.899 -1.222
H -0.645 0.207 0.710
H 1.033 -0.062 0.393
H -0.099 -1.848 1.567
H -1.618 -2.018 1.323
H -0.769 -3.017 -1.021
H -1.385 1.607 2.749
H -0.220 1.993 3.697
O -0.819 2.415 3.065
H 1.394 2.071 1.021
H 0.753 2.534 2.353
O 1.525 2.682 1.751
H 1.679 1.944 -3.449
H 1.309 0.761 -4.259
O 2.100 1.208 -3.911
H 2.461 0.926 2.773
H 1.935 -0.377 3.591
O 2.665 0.043 3.096
H -0.676 -0.077 3.182
H -0.103 -1.146 4.326
O 0.114 -0.294 3.933
H 2.248 -0.403 -3.174
H 1.865 -0.813 -1.691
O 2.196 -1.137 -2.531
H 4.136 -1.706 -0.140
H 4.550 -2.108 -1.615
O 4.793 -2.195 -0.691
H -2.589 -0.093 2.518
H -5.345 0.791 1.747
O -1.674 0.154 2.346
H -2.930 -0.446 0.913
H -4.377 -0.136 0.943
O -3.779 -0.851 0.657
H 0.933 -2.981 -2.440
H 1.931 -2.994 -3.463
O 1.214 -3.564 -3.158
H 2.779 -0.686 1.318
H 2.228 -2.134 1.478
O 2.906 -1.606 1.054
H -1.835 -0.355 -4.254
H -0.777 -0.546 -3.143
O -1.026 0.027 -3.889

Output
**Total charge**: -1
**ΔE to the lowest compared entry with this formula, charge and spin**: 76.1 kcal/mol
**Max |F|**: 0.04054 hartree/bohr
**LUMO**: 2.4 eV

Results of the natural (NBO) charge analysis, in e, for atoms 1 through 4: atom 1 (C): 0.4467, atom 2 (O): -0.5457, atom 3 (C): -0.5357, atom 4 (C): -0.4391


[5]
DFT (ωB97M-V/def2-TZVPD) results for a 13-piece molecular cluster, C5H35NO13 overall in a non-equilibrium geometry.

Geometry (Å):
C 0.362 1.526 0.437
C 1.317 0.323 0.677
C 2.529 0.190 -0.052
C 3.770 -0.067 0.525
N -0.686 1.105 -0.583
C -2.019 1.580 -0.364
O -2.223 2.956 -0.624
H 0.966 2.335 0.049
H -0.232 1.615 1.343
H 1.581 0.165 1.722
H 0.570 -0.437 0.588
H 2.590 0.505 -1.094
H 4.663 -0.252 -0.044
H 3.846 -0.057 1.607
H -0.259 1.433 -1.447
H -2.676 0.998 -1.024
H -2.349 1.456 0.656
H -1.728 3.282 -1.384
H -0.898 2.136 -4.471
H 0.293 2.838 -3.932
O -0.625 2.650 -3.698
H 1.872 -2.426 0.135
H 1.905 -3.775 -0.410
O 2.347 -2.930 -0.540
H 1.951 4.269 -0.850
H 1.914 2.917 -1.481
O 2.525 3.492 -1.016
H -1.018 0.838 3.570
H -0.206 0.448 4.634
O -0.074 0.874 3.774
H -0.310 -3.730 1.181
H 0.319 -5.132 0.583
O 0.374 -4.410 1.216
H -2.043 3.652 1.633
H -2.712 2.374 2.219
O -2.446 3.271 2.421
H -1.685 -1.151 2.167
H -2.686 -2.177 2.692
O -1.958 -1.593 2.970
H -0.726 0.281 -3.771
H 0.416 -0.592 -4.089
O -0.189 0.032 -4.530
H 0.651 -1.267 2.871
H 1.547 -2.385 3.171
O 1.347 -1.781 2.446
H -4.117 -1.965 -0.199
H -2.514 -1.839 -0.068
O -3.362 -1.882 0.391
H 0.967 -2.757 -3.372
H 1.667 -2.226 -2.080
O 0.970 -2.032 -2.740
H -0.619 -0.936 -0.199
H -0.517 -2.241 -1.215
O -0.649 -1.897 -0.308

Output
**Total charge**: +1
**Expectation value of S²**: 0.756
**ΔE to the lowest compared entry with this formula, charge and spin**: 98.3 kcal/mol
**Max |F|**: 0.04980 hartree/bohr
**2S+1**: 2
**LUMO (spin up / spin down)**: -4.5 / -8.2 eV

Results of the natural (NBO) charge analysis, in e, for atoms 1 through 4: atom 1 (C): -0.1966, atom 2 (C): -0.5809, atom 3 (C): 0.0994, atom 4 (C): -0.0317


[6]
DFT (ωB97M-V/def2-TZVPD) results for a 13-piece molecular cluster, C5H35NO14 overall in a non-equilibrium geometry.

Geometry (Å):
C 0.667 -0.593 2.980
N 0.022 0.329 2.032
C -0.550 -0.185 0.783
C 0.348 -1.080 -0.019
C 1.087 -0.424 -1.190
O 1.818 -1.369 -1.864
C -1.850 -0.926 1.159
O -2.869 -0.148 1.714
H 0.991 -0.085 3.892
H 0.038 -1.417 3.264
H 1.568 -0.924 2.464
H -0.630 0.939 2.502
H -0.840 0.647 0.136
H 1.080 -1.769 0.485
H -0.293 -1.834 -0.505
H 0.471 0.082 -1.944
H 1.752 0.402 -0.866
H -1.785 -1.699 1.977
H -2.179 -1.616 0.373
H 2.483 2.219 0.997
H 1.954 0.864 1.510
O 2.759 1.310 1.208
H 2.025 -0.692 -3.218
H 3.245 0.210 -3.451
O 2.526 -0.207 -3.941
H -2.663 -0.508 -2.876
H -1.567 -1.321 -2.500
O -2.487 -1.461 -2.754
H -1.483 3.472 3.033
H -1.764 3.487 1.469
O -1.412 4.050 2.270
H -2.849 1.347 -2.142
H -2.588 1.311 -0.577
O -2.573 0.778 -1.419
H -0.736 3.311 -1.256
H -0.179 1.955 -1.765
O -0.441 2.830 -2.037
H 3.521 -3.140 0.780
H 3.811 -1.780 0.725
O 4.044 -2.520 1.310
H -4.187 -1.278 1.210
H -4.229 -1.622 -0.390
O -4.676 -1.655 0.455
H 0.066 3.734 1.655
H 0.726 2.459 1.460
O 0.976 3.394 1.391
H 1.031 -3.475 -0.972
H -0.106 -4.301 -0.593
O 0.827 -4.411 -0.825
H 4.113 -0.442 -0.514
H 3.641 -1.347 -1.621
O 4.419 -0.836 -1.341
H -3.398 2.663 0.914
H -2.997 0.803 1.446
O -2.513 2.330 0.729

Output
**Total charge**: -1
**Expectation value of S²**: 0.754
**ΔE to the lowest compared entry with this formula, charge and spin**: 0.4 kcal/mol
**Max |F|**: 0.04102 hartree/bohr
**2S+1**: 2
**LUMO (spin up / spin down)**: 2.4 / -1.2 eV

Results of the natural (NBO) charge analysis, in e, for atoms 1 through 4: atom 1 (C): -0.4218, atom 2 (N): -0.6784, atom 3 (C): -0.1108, atom 4 (C): -0.4365